[1]
C2H4OS2 | ωB97M-V/def2-TZVPD

Last column: natural (NBO) charge in e.
Geometry (Å):
C (1.8201, -0.3960, -0.3565)  -0.01
C (-0.5228, 0.6188, 0.6028)  -0.53
O (1.4713, -1.3286, -1.2176)  -0.69
S (2.8664, -0.4018, 0.9837)  0.15
S (2.7856, 1.0617, -0.5985)  0.08
H (-1.0885, -0.2702, 0.2779)  0.17
H (-0.2362, 1.3442, -0.1516)  0.17
H (-0.2039, 0.7229, 1.6986)  0.18
H (2.2516, -1.7199, -1.6570)  0.48

Its total energy is -25851.513 eV. For the HOMO-LUMO gap (alpha / beta), the calculation gives 6.571 / 7.910 eV. Its energy relative to the best compared isomer or geometry (same formula, charge and spin) is 208.3 kJ/mol. Its spin multiplicity is 3. As for the HOMO energy (alpha / beta): -0.26712 / -0.32288 hartree. As for the expectation value of S²: 2.01.

***

[2]
C3H8N2O | ωB97M-V/def2-TZVPD

Last column: natural (NBO) charge in e.
Geometry (Å):
C (-1.0972, 1.4860, -0.8261)  -0.71
C (-0.3323, 0.9155, 0.3438)  0.68
O (-0.2584, 1.5258, 1.4105)  -0.62
N (0.2759, -0.3252, 0.1337)  -0.30
C (0.9627, -0.9843, 1.2327)  -0.43
N (0.0669, -1.0498, -1.0624)  -0.64
H (-1.9524, 0.8479, -1.0644)  0.24
H (-1.4716, 2.4798, -0.5624)  0.23
H (-0.4421, 1.5879, -1.6955)  0.23
H (1.6929, -1.7001, 0.8440)  0.20
H (1.4787, -0.2466, 1.8539)  0.24
H (0.2194, -1.5049, 1.8439)  0.19
H (0.9240, -0.9949, -1.6170)  0.35
H (-0.0665, -2.0371, -0.8347)  0.35

Its total energy is -8267.810 eV. For the HOMO-LUMO gap, the calculation gives 9.951 eV. Its energy relative to the best compared isomer or geometry (same formula, charge and spin) is 146.3 kJ/mol. As for the HOMO energy: -0.33639 hartree. The SMILES is CC(=O)N(C)N.

***

Among the records above, which one has the highest energy relative to the best compared isomer or geometry (same formula, charge and spin)?
C2H4OS2